Record 1
{
  "formula": "C32H36N5PRuS3SeSi",
  "method": "ωB97M-V/def2-TZVPD",
  "elements": ["Ru", "C", "C", "C", "C", "C", "C", "N", "N", "Si", "C", "C", "C", "H", "H", "H", "H", "H", "H", "H", "H", "H", "H", "H", "H", "H", "H", "H", "C", "N", "C", "Se", "N", "C", "C", "C", "C", "C", "C", "H", "H", "H", "H", "H", "H", "H", "H", "S", "C", "C", "N", "C", "H", "H", "H", "S", "P", "S", "C", "C", "C", "C", "C", "C", "C", "C", "C", "C", "C", "C", "H", "H", "H", "H", "H", "H", "H", "H", "H", "H"],
  "xyz": [[0.17051, 0.57878, -0.57736], [-3.96831, 0.28907, -0.45408], [-3.26794, 1.37477, -1.16917], [-4.01676, 2.33813, -1.79294], [-3.34292, 3.28195, -2.55056], [-1.97608, 3.40956, -2.51673], [-1.26961, 2.41363, -1.81358], [-1.93226, 1.38925, -1.22821], [0.08158, 2.27786, -1.68918], [1.27988, 3.51124, -1.99153], [2.97794, 3.16545, -1.31848], [1.40716, 3.72181, -3.86916], [0.75691, 5.03777, -1.07183], [-4.99501, 0.51772, -0.23553], [-3.47524, 0.05518, 0.55873], [-3.93380, -0.70918, -0.95247], [-5.07170, 2.26876, -1.73661], [-3.94180, 4.02620, -3.09948], [-1.45948, 4.25500, -2.94377], [3.62348, 3.94188, -1.59572], [3.32959, 2.24412, -1.85494], [2.98656, 3.00638, -0.25899], [0.41296, 3.73733, -4.42709], [2.02183, 2.90593, -4.28014], [2.00893, 4.57224, -4.16589], [1.27159, 5.02822, -0.12905], [-0.31669, 5.24112, -0.97020], [1.29902, 5.84016, -1.57922], [3.30138, -2.33770, -3.27484], [2.36200, -2.63944, -2.16889], [2.29477, -1.95517, -1.06072], [2.75068, -0.21450, -0.59339], [1.67787, -2.76672, -0.16514], [1.29384, -3.94344, -0.74396], [0.47827, -5.00597, -0.30487], [0.24301, -5.96185, -1.24736], [0.79005, -5.97809, -2.53178], [1.59675, -4.92194, -3.00619], [1.83239, -3.92310, -2.04992], [4.01837, -1.58897, -3.00671], [2.81105, -1.99609, -4.19631], [3.86336, -3.30770, -3.46297], [1.27381, -2.41070, 0.73545], [0.12868, -5.07700, 0.72127], [-0.42052, -6.79601, -1.02699], [0.55635, -6.88884, -3.15123], [2.04188, -4.96686, -3.97451], [-1.34069, -2.99843, -3.54157], [-0.29352, -1.89705, -4.32603], [0.09118, -0.98605, -3.38352], [-0.38316, -1.16096, -2.13171], [-1.12987, -2.25032, -2.08290], [-0.04621, -1.98603, -5.37601], [0.80880, -0.23137, -3.56363], [-1.74171, -2.38505, -1.14819], [-0.78311, -1.03531, 1.32239], [-0.33772, 0.52328, 2.56724], [0.33548, 2.03410, 1.44134], [-1.63829, 0.84402, 3.73107], [-1.87535, 2.13202, 4.19684], [-2.86637, 2.35782, 5.08499], [-3.61433, 1.31607, 5.50806], [-3.38926, 0.02798, 5.00799], [-2.40138, -0.22294, 4.05754], [0.86657, -0.07259, 3.75019], [0.54219, -0.36733, 5.07726], [1.52924, -0.83384, 5.92037], [2.79174, -0.96507, 5.45937], [3.14842, -0.73094, 4.16577], [2.18380, -0.31808, 3.28316], [-1.19625, 2.93162, 3.90927], [-3.19906, 3.33470, 5.44503], [-4.43101, 1.44784, 6.13904], [-4.07905, -0.73069, 5.35629], [-2.20315, -1.21321, 3.64757], [-0.50600, -0.23573, 5.45905], [1.30206, -1.12120, 6.96026], [3.62627, -1.29841, 6.15215], [4.18939, -0.89350, 3.87383], [2.48603, -0.05563, 2.25973]],
  "spin_multiplicity": 6,
  "total_charge": 1,
  "homo_lumo_gap_ha": [0.2725, 0.2480],
  "e_homo_ev": [-9.62, -10.50]
}

Record 2
{
  "formula": "C3H12N2O2",
  "method": "ωB97M-V/def2-TZVPD",
  "elements": ["C", "C", "C", "O", "O", "H", "H", "H", "H", "H", "H", "H", "H", "N", "N", "H", "H", "H", "H"],
  "xyz": [[-0.70066, 0.99759, -0.57478], [1.67049, -0.07258, -0.27693], [1.74836, -0.27652, 1.19567], [-0.34459, 2.03920, 0.27901], [-0.47637, 1.23681, -1.93145], [0.61050, 2.15790, 0.22700], [0.41422, 0.95793, -2.16666], [-1.79312, 0.93362, -0.48290], [2.26721, 0.72629, -0.70987], [1.56194, -0.93846, -0.91664], [0.88856, 0.18682, 1.71118], [1.70422, -1.33712, 1.45692], [2.64643, 0.16852, 1.63264], [-2.34249, -1.53385, -0.10012], [-1.05183, -1.34375, 0.29903], [-3.07921, -1.01318, 0.37167], [-2.43764, -1.51626, -1.10658], [-1.07011, -1.22263, 1.31194], [-0.21594, -0.15034, -0.21912]],
  "homo_lumo_gap_ha": [0.2999, 0.2933],
  "e_homo_ev": [-7.66, -7.60]
}

Record 3
{
  "formula": "C28H44BiCl2NP",
  "method": "ωB97M-V/def2-TZVPD",
  "elements": ["P", "C", "C", "C", "C", "C", "C", "C", "C", "C", "C", "C", "C", "C", "C", "C", "C", "C", "C", "H", "H", "H", "H", "H", "H", "H", "H", "H", "H", "H", "H", "H", "H", "H", "H", "H", "H", "H", "H", "H", "H", "H", "H", "H", "H", "H", "H", "H", "H", "H", "H", "H", "Bi", "Cl", "Cl", "C", "H", "C", "C", "C", "C", "C", "C", "H", "H", "H", "H", "H", "C", "C", "C", "N", "H", "H", "H", "H", "H"],
  "xyz": [[0.10966, -0.80803, -0.75274], [1.66427, -0.22724, -1.68276], [1.91102, -0.65740, -3.13320], [3.30804, -0.22159, -3.60621], [3.59435, 1.27081, -3.36820], [3.21647, 1.73482, -1.95611], [1.79511, 1.29724, -1.58239], [-1.30084, 0.05219, -1.68014], [-1.19723, 0.15622, -3.19523], [-2.50581, 0.69645, -3.79372], [-2.94049, 2.02231, -3.15468], [-2.89168, 2.00061, -1.62048], [-1.56510, 1.44639, -1.08959], [-0.06180, -2.50106, -1.51879], [1.13789, -3.40434, -1.17707], [1.04132, -4.78803, -1.85137], [-0.29563, -5.49102, -1.59153], [-1.50050, -4.58906, -1.87671], [-1.40103, -3.19744, -1.21238], [2.44884, -0.67835, -1.04818], [1.16987, -0.20093, -3.80026], [1.82005, -1.74225, -3.26775], [3.42915, -0.46408, -4.67395], [4.04921, -0.81156, -3.04631], [4.66142, 1.45982, -3.53198], [3.04004, 1.87060, -4.10423], [3.90437, 1.28537, -1.22504], [3.30066, 2.82696, -1.86669], [1.57095, 1.62973, -0.56023], [1.07682, 1.77337, -2.26804], [-2.15911, -0.58946, -1.42096], [-3.28916, -0.05718, -3.62959], [-0.96552, -0.80592, -3.67054], [-0.39174, 0.85420, -3.46255], [-2.38736, 0.81952, -4.88147], [-3.95965, 2.26043, -3.47792], [-2.28804, 2.82719, -3.52067], [-3.05519, 3.00818, -1.21618], [-3.70126, 1.35920, -1.24125], [-1.60548, 1.38478, 0.00574], [-0.74070, 2.12475, -1.35711], [-0.05020, -2.30286, -2.60553], [2.08284, -2.93183, -1.48249], [1.21210, -3.54513, -0.08819], [1.17029, -4.66015, -2.93572], [1.86966, -5.42291, -1.50514], [-0.33226, -5.81544, -0.54447], [-0.36181, -6.39415, -2.20975], [-2.42550, -5.08336, -1.54682], [-1.58731, -4.44563, -2.96316], [-2.24194, -2.58810, -1.57320], [-1.55044, -3.29701, -0.12663], [-0.02255, -0.41245, 2.25462], [-2.54623, -0.36426, 1.63644], [2.39186, 0.45099, 1.81807], [-0.41325, 1.35878, 3.57442], [-0.66406, 1.00579, 4.58974], [-0.48060, 2.73688, 3.27622], [-1.15972, 3.68631, 4.13975], [-1.29132, 5.01448, 3.76415], [-0.73416, 5.48116, 2.55328], [-0.01186, 4.59680, 1.72903], [0.14508, 3.26666, 2.08835], [-1.56111, 3.32033, 5.09458], [-1.84156, 5.70757, 4.41558], [0.43269, 4.96809, 0.80194], [0.78574, 2.59507, 1.51866], [-0.84644, 6.52430, 2.27633], [0.55586, -0.34233, 8.49207], [-0.05841, -1.44299, 7.60591], [0.01949, -1.24068, 6.15383], [0.03506, -1.19107, 4.98855], [1.62895, -0.23029, 8.32626], [0.42187, -0.60993, 9.54623], [0.07103, 0.62446, 8.34303], [0.43771, -2.39968, 7.83927], [-1.12568, -1.54368, 7.86329]],
  "total_charge": -1,
  "homo_lumo_gap_ha": 0.1591,
  "e_homo_ev": -1.89
}

Record 4
{
  "formula": "C3H9N2O2",
  "method": "ωB97M-V/def2-TZVPD",
  "elements": ["C", "C", "N", "C", "N", "H", "H", "H", "H", "H", "H", "H", "O", "H", "H", "O"],
  "xyz": [[1.48161, -0.07849, 0.23472], [0.10234, -0.23446, -0.06212], [-0.52649, 0.34558, 1.00653], [0.32180, 1.05943, 1.82493], [1.64482, 0.72407, 1.37256], [2.49404, -0.53178, -0.14786], [-0.21788, -0.70293, -1.04810], [-1.55751, 0.21874, 1.18309], [0.02581, 1.71615, 2.58771], [2.49095, 0.77124, 1.93727], [-2.69481, 2.00068, -1.49023], [-2.15354, 1.11228, -2.49615], [-1.93849, 1.77238, -1.92199], [0.03093, -3.72276, -0.80440], [-0.33533, -3.54741, -2.20137], [-0.22970, -2.93246, -1.34786]],
  "spin_multiplicity": 2,
  "total_charge": 2,
  "homo_lumo_gap_ha": [0.2973, 0.1686],
  "e_homo_ev": [-18.48, -18.41]
}

We obtain molecular weight values of 825.97 108.14 705.53 105.12 g mol⁻¹ for the records listed above, in that order.